*one*
Here is an isolated molecule of C3H7N3O from OMol25. Energies are from ωB97M-V/def2-TZVPD.

```
14
Properties=species:S:1:pos:R:3
H 3.36 -1.13 -2.06
N 2.57 -1.45 -1.51
C 2.02 -0.46 -0.92
N 0.92 -0.67 -0.10
C 0.06 0.35 0.23
O 0.25 1.52 -0.06
N -1.09 -0.13 0.87
C -2.27 0.72 0.75
H 2.31 0.59 -0.98
H 0.54 -1.61 -0.12
H -0.91 -0.49 1.80
H -2.55 0.76 -0.31
H -2.12 1.74 1.11
H -3.09 0.25 1.29
```

As for the HOMO energy: -9.80 eV. The calculation puts the frontier orbital gap at 10.6 eV. As for the LUMO energy: 0.8364 eV.

=====

*two*
Here is a 2-piece molecular cluster, C3H7N3O overall from OMol25. Energies are from ωB97M-V/def2-TZVPD.

```
14
Properties=species:S:1:pos:R:3
H -1.02 -2.50 -1.91
N -1.62 -1.69 -1.68
N -0.97 -0.93 -0.96
C -1.37 0.28 -0.37
O -2.44 0.68 0.05
H -0.64 1.00 -0.95
C -0.01 0.17 1.37
C 0.95 0.87 0.65
N 2.05 0.30 0.10
H -0.58 0.70 2.11
H 0.18 -0.87 1.62
H 0.92 1.95 0.62
H 2.48 0.75 -0.69
H 2.05 -0.71 0.04
```

As for the HOMO energy: -8.42 eV. The calculation puts the frontier orbital gap at 8.7 eV. As for the LUMO energy: 0.2454 eV.

=====

*three*
Here is C3H7N3O as an isolated structure from OMol25. Energies are from ωB97M-V/def2-TZVPD.

```
14
Properties=species:S:1:pos:R:3
C -1.68 -0.23 -0.41
C 0.89 0.36 -0.05
C -0.27 0.11 -0.46
N 2.20 0.51 -0.12
O 0.11 1.04 -2.05
N 0.41 -0.55 1.72
N -0.30 -1.49 1.99
H -0.42 1.85 -1.96
H 2.66 1.12 0.54
H 2.67 0.09 -0.90
H -0.14 -1.88 2.95
H -1.89 -0.84 0.47
H -2.29 0.68 -0.38
H -1.95 -0.77 -1.32
```

As for the HOMO energy (alpha / beta): -7.08 / -6.71 eV. The calculation puts the frontier orbital gap (alpha / beta) at 7.9 / 7.6 eV. As for the LUMO energy (alpha / beta): 0.8582 / 0.8571 eV.

=====

*four*
Here is a 2-piece molecular cluster, C3H7N3O overall from OMol25. Energies are from ωB97M-V/def2-TZVPD.

```
14
Properties=species:S:1:pos:R:3
C 2.23 -0.48 0.88
C 1.75 -0.86 -0.26
C -2.24 0.66 0.46
N -0.45 0.97 -0.92
N 0.71 0.75 -1.35
N -1.10 0.12 -0.29
O -0.85 -1.11 -0.32
H 2.76 -1.15 1.50
H 2.29 0.52 1.16
H 1.53 -1.75 -0.80
H -2.75 1.29 -0.29
H -2.93 -0.19 0.73
H -1.87 1.32 1.23
H 0.91 -0.10 -1.73
```

As for the HOMO energy (alpha / beta): -8.52 / -8.43 eV. The calculation puts the frontier orbital gap (alpha / beta) at 8.2 / 8.0 eV. As for the LUMO energy (alpha / beta): -0.2895 / -0.4581 eV.

=====

Going by the energies, *one* is most stable and the next is 0.1647 hartree up.

=====

*one*
Here is a 2-piece molecular cluster, C3H7N3O overall from OMol25. Energies are from ωB97M-V/def2-TZVPD.

```
14
Properties=species:S:1:pos:R:3
C -1.09 0.02 -0.08
C -0.26 -1.06 -0.18
C 1.18 -1.09 -0.14
H -1.81 1.86 0.62
H -0.23 1.91 -0.12
H -2.35 -1.19 0.94
H -3.09 0.32 0.28
H -0.73 -2.02 0.16
H 1.71 -1.99 -0.64
H 2.40 1.68 -0.01
N -1.03 1.44 -0.52
N -2.38 -0.46 0.23
N 2.13 -0.31 -0.01
O 1.76 0.95 0.41
```

As for the HOMO energy: -8.12 eV. The calculation puts the frontier orbital gap at 8.3 eV. As for the LUMO energy: 0.2037 eV.

=====

*two*
Here is an isolated molecule of C3H7N3O from OMol25. Energies are from ωB97M-V/def2-TZVPD.

```
14
Properties=species:S:1:pos:R:3
C 1.93 0.67 -0.52
N 0.48 0.68 -0.52
C -0.10 -0.22 0.16
N 0.46 -1.18 0.97
C -1.61 -0.34 0.11
N -2.25 0.81 -0.18
O -2.16 -1.41 0.34
H 2.32 -0.19 -1.09
H 2.35 0.60 0.50
H 2.32 1.57 -0.99
H -0.20 -1.90 1.25
H 1.40 -1.49 0.79
H -1.71 1.62 -0.44
H -3.24 0.78 -0.36
```

As for the HOMO energy: -9.46 eV. The calculation puts the frontier orbital gap at 10.4 eV. As for the LUMO energy: 0.9539 eV.

=====

*three*
Here is an isolated molecule of C3H7N3O from OMol25. Energies are from ωB97M-V/def2-TZVPD.

```
14
Properties=species:S:1:pos:R:3
C -0.63 -1.03 1.35
N -0.36 0.38 1.27
C -0.10 0.90 0.14
N 0.02 2.28 0.03
C 0.29 0.16 -1.13
N 0.44 -1.24 -1.03
O 0.73 0.76 -2.09
H -0.68 -1.34 2.41
H 0.11 -1.54 0.67
H -1.60 -1.27 0.88
H 0.70 2.58 -0.65
H 0.15 2.70 0.94
H -0.36 -1.81 -1.29
H 1.28 -1.54 -1.50
```

As for the HOMO energy: -8.98 eV. The calculation puts the frontier orbital gap at 9.3 eV. As for the LUMO energy: 0.2912 eV.

=====

*four*
Here is C3H7N3O as an isolated structure from OMol25. Energies are from ωB97M-V/def2-TZVPD.

```
14
Properties=species:S:1:pos:R:3
C 0.26 -0.26 -0.15
C -1.65 0.98 -0.06
C -1.88 -0.53 0.19
H 3.00 -0.07 1.08
H 3.25 0.59 -0.86
H 0.57 1.73 -0.53
H -2.03 1.85 0.62
H -1.85 1.01 -1.09
H -1.88 -0.46 1.28
H -2.71 -0.98 -0.53
N 2.48 0.33 0.19
N 1.51 -0.75 -0.16
N -0.10 0.98 0.06
O -0.75 -1.09 -0.06
```

As for the HOMO energy: -8.18 eV. The calculation puts the frontier orbital gap at 8.9 eV. As for the LUMO energy: 0.6844 eV.

=====

Going by the energies, *two* is most stable and the next is 0.0559 hartree up.